1.
Below is one molecule with the formula C8H20N4Si in a non-equilibrium geometry, with properties calculated with ωB97M-V/def2-TZVPD.

```
33
Properties=species:S:1:pos:R:3
C -1.04206 -0.86789 -1.52033
C 0.08548 -1.78030 -2.10397
C -0.68861 2.26106 2.05070
C -0.80102 0.85375 2.72846
C 0.02275 1.33626 -2.01117
C 1.10362 -3.83290 -2.28235
C 1.05597 3.23028 0.72141
C -0.78515 -1.48833 2.19222
N -0.56073 0.38315 -0.99115
N 0.12161 -2.98842 -1.82377
N 0.26484 2.05642 0.99505
N -0.72887 -0.09933 1.65891
Si 0.30652 0.50277 0.45088
H -1.93570 -0.58385 -2.32885
H -1.47909 -1.30052 -0.66400
H 0.95318 -1.39574 -2.73280
H 1.85021 0.36860 0.44902
H -1.65760 2.50295 1.61928
H -0.30466 3.02197 2.80607
H 0.13517 0.77217 3.29052
H -1.76879 0.85048 3.24724
H 1.07613 1.25645 -2.22255
H -0.66480 1.33055 -2.95016
H -0.17750 2.34955 -1.63603
H 1.77142 -4.20478 -1.40495
H 0.79917 -4.66459 -2.81873
H 1.90659 -3.38045 -3.00530
H 1.77241 3.04787 -0.15543
H 0.36573 4.13549 0.58633
H 1.72404 3.62296 1.55035
H -0.57528 -2.19938 1.34898
H 0.03740 -1.73052 2.86132
H -1.68324 -1.63056 2.69724
```

Calculated values
E_LUMO: 0.034 hartree
total energy: -825.27494 Eh
SMILES: C/N=C/CN(C)[SiH]1N(C)CCN1C

2.
Below is C5H11NO as an isolated structure in a non-equilibrium geometry, with properties calculated with ωB97M-V/def2-TZVPD.

```
18
Properties=species:S:1:pos:R:3
C 0.47667 0.32453 0.03739
C -0.81065 -0.01193 -0.57012
C 0.03637 -1.68204 0.16370
C -1.38396 -1.16378 0.19576
C 1.57039 0.83525 -0.85344
N 0.49603 0.82015 1.31721
O -1.53934 1.55738 -0.60020
H -1.74286 1.78898 0.31681
H -0.78624 -0.15216 -1.64251
H -0.18780 0.48901 1.98042
H 1.37261 1.16028 1.67764
H 0.31231 -2.34577 -0.64617
H 0.52604 -1.89977 1.10495
H -1.76999 -0.91137 1.18314
H -2.13334 -1.73362 -0.34634
H 2.18643 0.01854 -1.22706
H 2.22518 1.56058 -0.37049
H 1.15213 1.34573 -1.72070
```

Calculated values
E_LUMO: 0.035 hartree
total energy: -326.98450 Eh

3.
Below is an isolated ion of composition C7H9N2 and charge +1 in a non-equilibrium geometry, with properties calculated with ωB97M-V/def2-TZVPD.

```
18
Properties=species:S:1:pos:R:3
C -1.62629 1.73556 -1.64144
C -0.32721 1.26558 -1.95868
C -2.71852 0.69456 -1.30759
C -0.68375 0.79632 0.60898
C 0.50934 0.14697 -0.11925
C 1.46159 -1.67733 1.31824
C 0.67673 -1.33162 0.02042
N 0.51729 0.58186 -1.53830
N -1.84868 0.94631 -0.41938
H -1.73219 2.84824 -1.59313
H -0.94427 0.13162 1.47041
H -0.58918 1.81252 0.83728
H 1.47945 0.69218 0.32873
H 1.36548 -2.72593 1.40055
H 1.03031 -0.97059 2.06518
H 2.43763 -1.41798 1.33131
H -0.28456 -1.81071 0.15326
H 1.27683 -1.71755 -0.95658
```

Calculated values
net charge: +1
E_LUMO: -0.225 hartree
total energy: -381.13391 Eh

The HOMO-LUMO gap results, record by record, are as follows: 9.1 8.4 8.5 eV.
The relative energy (zero: lowest compared OMol25 entry of this formula, charge and spin) results, record by record, are as follows: 42.1 92.1 169.3 kcal per mole.